{
  "formula": "C38H50BrN15O6",
  "method": "ωB97M-V/def2-TZVPD",
  "orbital_gap_ev": 8.07,
  "homo_energy_ev": -9.46,
  "charge": 0,
  "symbols": ["C", "C", "O", "N", "C", "C", "C", "C", "C", "O", "Br", "C", "O", "C", "C", "C", "N", "C", "C", "O", "N", "O", "C", "O", "H", "H", "H", "H", "H", "H", "H", "H", "H", "H", "H", "H", "H", "H", "C", "C", "N", "H", "H", "H", "C", "C", "N", "H", "H", "H", "C", "C", "N", "H", "H", "H", "C", "C", "N", "H", "H", "H", "C", "C", "N", "H", "H", "H", "C", "C", "N", "H", "H", "H", "C", "C", "N", "H", "H", "H", "C", "C", "N", "H", "H", "H", "C", "C", "N", "H", "H", "H", "C", "C", "N", "H", "H", "H", "C", "C", "N", "H", "H", "H", "C", "C", "N", "H", "H", "H"],
  "positions_angstrom": [[0.206, 5.388, -1.974], [1.405, 4.498, -2.116], [2.374, 4.795, -2.783], [1.326, 3.238, -1.500], [0.515, 3.178, -0.247], [2.619, 2.691, -1.290], [2.933, 1.441, -1.647], [2.031, 0.462, -2.347], [0.664, 0.290, -1.743], [-0.325, 0.834, -2.074], [0.588, -1.013, -0.303], [4.303, 0.930, -1.372], [4.569, -0.249, -1.502], [5.380, 1.875, -0.959], [6.788, 1.345, -0.947], [7.241, 1.097, 0.483], [6.714, 0.254, 1.268], [5.055, 3.129, -0.617], [6.076, 4.151, -0.218], [6.888, 4.562, -1.340], [6.035, 5.009, -2.384], [6.535, 4.850, -3.420], [3.634, 3.555, -0.616], [3.298, 4.565, -0.040], [-0.626, 4.894, -2.475], [0.434, 6.328, -2.467], [-0.049, 5.613, -0.943], [-0.542, 3.116, -0.482], [0.734, 4.013, 0.412], [0.784, 2.265, 0.281], [1.888, 0.721, -3.396], [2.510, -0.514, -2.332], [7.453, 2.027, -1.471], [6.790, 0.370, -1.430], [8.075, 1.672, 0.884], [5.948, -0.240, 0.802], [6.778, 3.760, 0.512], [5.596, 5.031, 0.203], [0.772, -3.150, 3.811], [0.545, -1.786, 3.361], [0.368, -0.709, 3.006], [0.523, -3.866, 3.030], [1.815, -3.299, 4.085], [0.154, -3.378, 4.678], [-1.640, -2.747, -3.184], [-0.192, -2.700, -3.296], [0.952, -2.664, -3.381], [-1.937, -2.836, -2.140], [-2.082, -1.838, -3.588], [-2.038, -3.601, -3.731], [-0.723, -3.624, 7.765], [-1.242, -4.584, 6.802], [-1.645, -5.335, 6.035], [-1.319, -3.636, 8.676], [0.307, -3.861, 8.026], [-0.749, -2.616, 7.354], [-2.238, 8.435, -0.291], [-1.494, 7.374, 0.363], [-0.907, 6.534, 0.880], [-2.289, 9.319, 0.336], [-1.769, 8.717, -1.234], [-3.256, 8.116, -0.506], [0.744, -6.300, -3.284], [-0.622, -6.397, -3.769], [-1.702, -6.450, -4.153], [1.179, -5.336, -3.544], [0.779, -6.396, -2.199], [1.383, -7.072, -3.705], [3.828, -9.796, -3.995], [3.589, -8.436, -4.451], [3.409, -7.356, -4.796], [3.582, -10.509, -4.781], [4.872, -9.938, -3.721], [3.221, -10.026, -3.121], [-5.317, -6.328, 5.627], [-6.349, -5.486, 6.211], [-7.169, -4.827, 6.670], [-4.677, -6.754, 6.397], [-5.757, -7.155, 5.070], [-4.683, -5.762, 4.948], [-9.156, -7.770, 5.065], [-8.165, -8.769, 5.432], [-7.375, -9.549, 5.722], [-9.196, -6.970, 5.803], [-8.916, -7.320, 4.103], [-10.148, -8.211, 4.987], [5.787, -6.812, -1.695], [5.127, -7.875, -0.953], [4.601, -8.718, -0.379], [5.881, -5.911, -1.092], [6.787, -7.115, -2.001], [5.224, -6.559, -2.593], [-4.231, 8.546, 3.577], [-4.200, 9.457, 2.445], [-4.173, 10.158, 1.536], [-5.196, 8.046, 3.638], [-3.459, 7.785, 3.473], [-4.062, 9.084, 4.507], [-3.422, 4.646, -4.720], [-2.989, 5.923, -4.175], [-2.639, 6.924, -3.737], [-3.061, 3.825, -4.103], [-4.508, 4.594, -4.757], [-3.037, 4.511, -5.730], [-6.630, 8.062, -1.721], [-5.913, 6.976, -1.071], [-5.332, 6.130, -0.557], [-6.657, 8.939, -1.077], [-6.141, 8.338, -2.653], [-7.654, 7.767, -1.944]],
  "atomic_forces_ev_per_a": [[0.27, 0.03, -0.24], [-0.08, 0.12, -0.22], [0.00, -0.24, -0.01], [0.35, 0.65, 1.12], [0.05, -0.41, -0.23], [0.03, -0.53, -0.69], [-0.03, 0.02, 0.11], [0.04, -0.39, -0.08], [0.18, 0.03, -0.14], [-0.56, 0.11, -0.24], [0.13, 0.02, 0.29], [0.20, -0.31, 0.07], [-0.08, 0.09, 0.01], [-0.11, 0.50, -0.12], [-0.11, -0.16, 0.37], [-0.11, -0.25, 0.29], [0.08, 0.13, -0.14], [0.17, -0.43, -0.17], [0.01, 0.70, 0.01], [0.12, -0.56, -0.11], [-0.23, -0.20, 0.01], [0.17, 0.29, 0.07], [0.02, 0.36, 0.31], [-0.10, -0.09, -0.03], [-0.22, 0.12, 0.11], [-0.06, -0.02, -0.20], [-0.02, -0.28, -0.01], [-0.07, 0.13, -0.05], [-0.07, 0.14, -0.01], [-0.05, -0.09, -0.02], [-0.06, 0.30, 0.02], [0.08, -0.02, 0.02], [0.06, 0.05, -0.01], [0.05, 0.05, -0.24], [0.07, 0.09, -0.13], [-0.01, -0.03, 0.01], [0.09, -0.05, -0.01], [-0.14, -0.05, 0.07], [0.07, -0.29, 0.10], [0.02, 0.01, 0.00], [-0.01, 0.04, 0.08], [-0.04, 0.07, -0.06], [0.02, 0.10, -0.03], [-0.06, 0.04, -0.03], [-0.33, -0.03, 0.01], [-0.01, -0.01, -0.06], [0.06, 0.00, -0.06], [0.09, 0.02, 0.03], [0.09, 0.04, 0.00], [0.09, -0.04, -0.01], [0.09, 0.18, 0.19], [0.00, 0.02, 0.02], [-0.04, -0.02, -0.06], [-0.05, -0.05, -0.03], [0.00, -0.07, -0.05], [-0.04, -0.03, -0.07], [-0.06, 0.29, -0.35], [-0.04, -0.01, 0.06], [-0.05, 0.05, 0.16], [0.05, -0.02, 0.10], [0.08, -0.17, -0.01], [0.02, -0.13, 0.06], [0.37, 0.04, 0.28], [0.01, 0.04, -0.02], [-0.05, 0.03, 0.01], [-0.09, 0.02, -0.08], [-0.16, 0.00, 0.01], [-0.20, 0.01, -0.12], [0.00, -0.35, 0.06], [0.10, -0.02, 0.05], [0.11, -0.02, -0.02], [-0.02, 0.06, -0.05], [0.02, 0.11, -0.02], [-0.03, 0.12, 0.01], [0.31, -0.22, -0.19], [0.01, -0.04, -0.01], [-0.06, -0.01, -0.01], [-0.06, 0.05, 0.09], [-0.11, 0.01, 0.06], [-0.05, 0.12, 0.05], [-0.28, 0.29, -0.09], [-0.02, 0.03, 0.01], [0.06, 0.00, 0.00], [0.11, -0.05, 0.07], [0.10, -0.07, -0.01], [0.05, -0.12, 0.04], [0.18, 0.30, -0.23], [-0.01, 0.03, -0.03], [-0.04, -0.05, -0.03], [-0.07, -0.06, 0.10], [-0.01, -0.11, 0.06], [-0.10, -0.07, 0.03], [0.02, -0.18, 0.24], [-0.05, -0.02, -0.04], [-0.10, 0.07, 0.07], [-0.03, 0.04, -0.07], [0.02, 0.03, -0.08], [0.01, 0.07, -0.04], [-0.07, -0.25, -0.11], [0.02, 0.01, 0.05], [-0.03, 0.08, 0.04], [0.03, 0.06, 0.06], [-0.01, 0.07, 0.04], [0.04, 0.07, 0.00], [-0.15, 0.22, -0.13], [0.06, 0.02, 0.01], [0.00, -0.02, 0.02], [0.06, -0.04, 0.06], [0.07, -0.06, 0.02], [0.01, -0.07, 0.03]]
}



{
  "formula": "C38H50N9SSbSi2W",
  "method": "ωB97M-V/def2-TZVPD",
  "orbital_gap_ev": [5.31, 5.55],
  "de_lowest_kj_mol": 115.2,
  "homo_energy_ev": [-11.53, -11.90],
  "charge": 2,
  "symbols": ["W", "C", "C", "C", "C", "C", "C", "N", "Sb", "C", "C", "C", "C", "C", "C", "N", "C", "C", "C", "C", "C", "C", "N", "H", "H", "H", "H", "H", "H", "H", "H", "H", "H", "H", "H", "H", "H", "H", "H", "H", "H", "C", "C", "N", "N", "C", "N", "S", "C", "C", "C", "C", "C", "N", "H", "H", "H", "H", "H", "H", "H", "H", "H", "H", "C", "Si", "C", "C", "N", "C", "C", "C", "C", "C", "C", "N", "Si", "C", "C", "C", "H", "H", "H", "H", "H", "H", "H", "H", "H", "H", "H", "H", "H", "H", "H", "H", "H", "H", "H", "H", "H", "H"],
  "positions_angstrom": [[-0.094, 0.755, -0.242], [-2.861, 2.803, -1.907], [-2.580, 1.464, -2.517], [-3.360, 1.103, -3.613], [-3.162, -0.100, -4.253], [-2.132, -0.907, -3.795], [-1.384, -0.511, -2.703], [-1.620, 0.646, -2.031], [0.390, -1.862, -2.481], [1.095, -3.187, -0.803], [1.332, -4.456, -1.314], [1.671, -5.475, -0.436], [1.798, -5.163, 0.901], [1.577, -3.855, 1.327], [1.768, -3.509, 2.777], [1.193, -2.887, 0.483], [1.503, 0.121, -2.219], [2.620, 0.097, -3.065], [2.980, 1.206, -3.797], [2.159, 2.323, -3.732], [1.073, 2.337, -2.880], [0.135, 3.501, -2.858], [0.789, 1.276, -2.088], [-3.882, 2.802, -1.528], [-2.812, 3.584, -2.665], [-2.193, 3.046, -1.093], [-4.113, 1.797, -3.959], [-3.771, -0.389, -5.099], [-1.892, -1.840, -4.290], [1.245, -4.631, -2.380], [1.831, -6.484, -0.790], [2.072, -5.925, 1.620], [2.409, -4.245, 3.259], [0.816, -3.503, 3.312], [2.227, -2.528, 2.877], [3.194, -0.820, -3.144], [3.850, 1.197, -4.440], [2.347, 3.183, -4.359], [0.628, 4.387, -3.250], [-0.224, 3.700, -1.852], [-0.718, 3.284, -3.504], [0.495, 0.778, 4.093], [0.692, 0.539, 2.632], [-0.254, 0.057, 1.853], [-1.090, -0.856, 2.412], [-1.703, -1.715, 1.603], [-2.479, -2.688, 2.087], [-1.532, -1.486, -0.065], [1.963, 0.525, 1.986], [3.150, 0.570, 2.732], [4.296, 0.020, 2.215], [4.227, -0.553, 0.947], [3.063, -0.440, 0.225], [1.942, 0.145, 0.670], [-0.561, 0.923, 4.320], [1.021, 1.685, 4.391], [0.881, -0.042, 4.706], [-1.136, -0.922, 3.418], [-2.540, -2.922, 3.064], [-2.869, -3.334, 1.421], [3.115, 0.947, 3.745], [5.213, -0.007, 2.787], [5.076, -1.072, 0.526], [3.025, -0.867, -0.763], [2.192, 4.988, -1.030], [2.280, 3.429, 0.058], [3.740, 2.481, -0.678], [2.889, 3.890, 1.793], [0.671, 2.610, 0.190], [-0.214, 3.397, 0.933], [0.028, 4.731, 1.306], [-0.815, 5.417, 2.151], [-1.934, 4.772, 2.667], [-2.244, 3.500, 2.242], [-1.446, 2.811, 1.308], [-1.806, 1.625, 0.675], [-3.533, 1.221, 1.016], [-4.689, 2.717, 0.806], [-4.372, -0.082, -0.075], [-3.681, 0.657, 2.835], [2.763, 5.776, -0.532], [1.197, 5.387, -1.223], [2.679, 4.812, -1.990], [4.267, 3.165, -1.345], [3.506, 1.590, -1.244], [4.438, 2.203, 0.111], [3.617, 4.700, 1.694], [3.408, 3.060, 2.263], [2.108, 4.233, 2.470], [0.898, 5.252, 0.938], [-0.590, 6.440, 2.418], [-2.578, 5.273, 3.378], [-3.143, 3.052, 2.637], [-5.412, 2.534, 0.009], [-4.200, 3.670, 0.609], [-5.271, 2.846, 1.722], [-3.971, -0.182, -1.082], [-5.419, 0.216, -0.165], [-4.364, -1.070, 0.382], [-2.759, 0.812, 3.395], [-3.975, -0.391, 2.916], [-4.457, 1.241, 3.335]],
  "atomic_forces_ev_per_a": [[-1.77, 0.96, 0.68], [-0.06, -0.04, 0.04], [0.31, 0.19, 0.33], [0.04, -0.20, -0.23], [-0.09, 0.24, 0.04], [0.19, -0.18, 0.15], [0.09, -0.28, 0.10], [-0.17, -0.52, -0.07], [0.74, 0.66, 0.13], [-0.65, 0.31, -0.22], [-0.02, 0.27, -0.26], [0.04, -0.02, 0.00], [0.02, -0.10, -0.06], [0.02, 0.12, -0.05], [-0.05, 0.00, -0.05], [0.18, -0.11, 0.30], [-0.37, -0.35, -1.93], [0.04, -0.27, 0.55], [-0.07, 0.38, -0.08], [0.26, -0.31, -0.19], [-0.43, 0.22, 0.65], [0.08, 0.00, -0.08], [1.47, -1.06, -0.58], [0.01, 0.05, 0.01], [0.01, -0.05, -0.06], [0.03, 0.07, -0.03], [-0.03, 0.00, 0.05], [0.01, -0.01, -0.01], [-0.06, 0.01, -0.04], [0.00, -0.13, 0.01], [0.02, 0.01, -0.01], [0.00, 0.02, 0.01], [-0.01, 0.04, 0.05], [-0.03, 0.02, -0.03], [0.02, 0.14, 0.00], [-0.02, -0.01, -0.10], [-0.04, -0.05, -0.05], [-0.01, 0.03, 0.03], [-0.06, 0.00, 0.01], [-0.04, 0.03, -0.07], [0.00, -0.04, 0.00], [0.18, -0.32, 0.10], [-1.55, 0.00, 0.01], [1.64, -0.49, 0.88], [-0.55, 0.34, 0.34], [-0.15, 0.12, -1.08], [0.09, -0.02, 0.16], [-0.02, -0.32, 0.43], [1.23, 0.27, -0.73], [-0.85, -0.02, 0.12], [0.28, -0.26, -0.49], [0.26, 0.16, 0.60], [-0.38, 0.00, -0.48], [0.07, 0.09, 0.74], [0.00, 0.06, -0.01], [-0.01, 0.00, -0.01], [0.02, 0.03, 0.00], [-0.03, 0.02, 0.04], [0.00, 0.07, 0.01], [-0.03, -0.03, 0.06], [0.05, 0.02, -0.01], [-0.01, 0.03, 0.02], [-0.03, 0.01, -0.07], [-0.06, 0.08, 0.00], [-0.11, -0.11, 0.17], [0.83, 0.39, -0.10], [-0.28, -0.01, 0.16], [-0.22, 0.00, -0.18], [-0.66, -0.31, 0.17], [-0.11, -0.08, 0.20], [-0.07, 0.31, 0.12], [0.21, -0.04, -0.17], [-0.14, -0.16, 0.03], [-0.07, 0.16, 0.31], [0.03, 0.15, -0.31], [1.02, 0.40, 0.07], [-0.78, -0.43, 0.00], [0.18, 0.04, -0.03], [0.19, 0.07, 0.16], [-0.02, 0.08, -0.24], [0.02, -0.01, 0.01], [0.05, 0.00, 0.06], [-0.02, -0.04, -0.01], [-0.02, 0.02, 0.00], [0.00, -0.09, -0.12], [-0.02, -0.06, 0.04], [0.00, 0.01, -0.03], [0.09, -0.10, 0.00], [0.09, -0.03, 0.03], [-0.10, 0.02, 0.07], [-0.01, 0.00, 0.02], [-0.01, -0.01, 0.00], [0.08, 0.02, 0.02], [0.03, -0.04, -0.03], [-0.02, -0.03, -0.02], [0.03, -0.01, 0.02], [-0.01, 0.00, 0.00], [0.02, 0.04, 0.03], [0.06, -0.04, -0.01], [-0.04, 0.05, 0.03], [0.04, -0.02, -0.03], [-0.02, -0.02, -0.01]]
}



Number 1: maximum force 1.35 eV/Å. Number 2: maximum force 2.13 eV/Å.